DFT (ωB97M-V with the def2-TZVPD basis set) results for C6H8BrO3 as an isolated structure.

For the HOMO energy (spin up / spin down), the calculation gives -12.2 / -11.5 eV. The value obtained for the gap between HOMO and LUMO (spin up / spin down) is 0.286 / 0.231 hartree. Its relative energy (zero: lowest compared OMol25 entry of this formula, charge and spin) is 3.767 eV. As for the net charge: +1. The calculation puts the electronic energy at -82521.1807 eV.

Geometry (Å):
C  4.55569  -0.72997  -0.11948
C  1.05337  -0.70385  -0.26260
C  0.15676  0.23894  -0.40747
C  4.10770  1.65608  0.11224
C  -1.90250  0.55104  1.00861
C  -1.32540  -0.20119  -0.15769
O  3.71413  2.66750  -0.26644
O  0.39405  1.51753  -0.57372
O  4.40994  0.54587  0.46918
Br  2.26579  -1.90333  -0.53502
H  4.84011  -0.83397  -1.17121
H  5.03099  -1.31610  0.58290
H  -1.07612  0.67868  1.85428
H  -2.63018  -0.18224  1.39244
H  -2.11372  1.55692  0.69360
H  -1.85320  0.01204  -1.12165
H  -1.23482  -1.25674  0.17503
H  -0.48036  1.85900  -0.47399

Cartesian forces, eV/Å:
C -0.454 -1.344 -2.185
C -0.056 0.097 -0.174
C -0.896 -2.857 0.653
C -0.966 0.215 -1.252
C 2.327 -0.606 1.922
C 2.135 -0.158 -0.834
O 0.854 -1.244 0.919
O 0.693 0.919 -0.247
O -0.131 2.317 0.467
Br 0.120 -0.013 0.228
H 0.139 0.995 0.497
H 0.943 -1.038 1.319
H -1.661 -0.451 -1.620
H -0.570 1.506 0.155
H -1.281 0.326 0.409
H 0.038 -0.744 0.816
H -0.448 0.468 -1.030
H -0.787 1.611 -0.045

***

DFT (ωB97M-V with the def2-TZVPD basis set) results for C6H8BrO6Zr as an isolated structure.

For the HOMO energy, the calculation gives -19.4 eV. The value obtained for the gap between HOMO and LUMO is 0.069 hartree. Its relative energy (zero: lowest compared OMol25 entry of this formula, charge and spin) is 0.000 eV. As for the net charge: +3. The calculation puts the electronic energy at -89916.8709 eV.

Geometry (Å):
Zr  5.70561  -1.80193  -0.30735
Br  3.08218  -1.41636  -0.75730
C  -0.35540  -1.29966  1.31173
C  -0.65434  -0.74960  2.69808
O  -1.24944  -1.85329  3.34530
C  -1.56964  -2.80777  2.47642
O  -2.21533  -3.77503  2.72311
O  -1.07606  -2.50757  1.24121
H  0.70470  -1.48515  1.06600
H  -0.81894  -0.64602  0.56227
H  -1.27910  0.14683  2.62277
H  0.23415  -0.47395  3.27845
C  0.65634  1.41871  -1.50408
C  -0.88947  1.60546  -1.50405
O  -1.09674  2.49814  -2.58295
C  0.04257  2.72493  -3.22614
O  0.11763  3.42012  -4.21613
O  1.08058  2.12870  -2.66559
H  0.98893  0.38500  -1.65079
H  1.08836  1.86372  -0.60511
H  -1.21790  2.01505  -0.55585
H  -1.27870  0.60969  -1.75000

Cartesian forces, eV/Å:
Zr -2.849 0.359 -0.607
Br 3.278 -0.543 0.568
C -1.215 0.714 -0.503
C 0.680 -0.401 -0.364
O 0.142 0.587 0.796
C -0.265 -0.433 -0.662
O -0.086 0.227 -0.014
O 0.539 -0.595 0.386
H -0.092 -0.063 0.138
H 0.494 0.042 -0.167
H -0.352 -0.145 0.379
H -0.071 0.022 0.225
C -0.627 0.612 0.259
C 1.932 -0.463 0.088
O -0.619 -0.301 -0.162
C -0.413 0.656 -0.724
O 0.163 -0.138 0.645
O 0.434 -0.454 -0.092
H 0.006 0.087 0.098
H 0.281 -0.096 -0.100
H -0.520 0.042 -0.155
H -0.837 0.284 -0.036

***

DFT (ωB97M-V with the def2-TZVPD basis set) results for a 6-piece molecular cluster, C6H8Cl16 overall.

For the HOMO energy, the calculation gives -11.1 eV. The value obtained for the gap between HOMO and LUMO is 0.405 hartree. Its relative energy (zero: lowest compared OMol25 entry of this formula, charge and spin) is 1.314 eV. The calculation puts the electronic energy at -206709.1866 eV.

Geometry (Å):
Cl  -3.84475  -2.75732  -5.28325
C  -3.04162  -1.84744  -3.98404
Cl  -4.19278  -1.37125  -2.75450
Cl  -2.11646  -0.45353  -4.47705
H  -2.27168  -2.48571  -3.55056
Cl  2.13949  -1.02827  0.15203
C  3.40921  -0.11892  1.02018
Cl  4.59147  0.38567  -0.23860
Cl  4.17061  -1.16617  2.32137
H  3.06599  0.79645  1.50227
Cl  -1.26459  7.04127  -0.12260
C  -1.39263  5.62621  -1.25666
Cl  -3.05540  5.55271  -1.90591
Cl  -1.14654  4.10081  -0.45215
H  -0.69612  5.82050  -2.07228
Cl  -5.01033  -2.75561  2.93817
C  -3.53171  -3.82201  2.47844
Cl  -4.03189  -5.17172  1.45657
Cl  -2.86607  -4.43714  4.00010
H  -2.86696  -3.10487  1.99686
Cl  5.40799  -2.70022  -5.25004
C  4.29665  -3.66269  -4.14553
Cl  5.23430  -4.29154  -2.71477
H  3.42644  -3.06465  -3.87498
H  3.85482  -4.38986  -4.82679
Cl  -0.32120  2.33245  5.49980
C  0.26517  3.94694  5.91503
Cl  1.70795  4.31825  4.91823
H  -0.50900  4.69781  5.75699
H  0.58952  4.00983  6.95375

Cartesian forces, eV/Å:
Cl 0.297 0.425 0.128
C 0.451 -0.587 0.322
Cl -0.242 -0.111 0.221
Cl 0.071 0.495 -0.702
H -0.574 -0.224 0.044
Cl 0.160 0.440 0.742
C 0.818 -0.716 -0.307
Cl -0.153 -0.157 0.776
Cl -0.544 0.866 -1.086
H -0.295 -0.436 -0.132
Cl 0.084 -0.805 -0.530
C -0.969 0.788 0.314
Cl 0.306 0.383 -0.225
Cl 0.688 -0.065 0.182
H -0.105 -0.309 0.264
Cl 1.071 -0.872 -0.573
C -1.508 0.596 1.005
Cl 0.244 0.634 0.063
Cl 0.162 0.224 -0.475
H 0.034 -0.575 -0.027
Cl -0.810 -0.445 0.878
C 0.586 0.394 -0.718
Cl -1.130 0.378 -1.297
H 0.663 0.403 0.603
H 0.690 -0.717 0.547
Cl -0.162 0.199 0.275
C 0.492 0.241 0.003
Cl -0.365 0.185 0.192
H 0.133 -0.250 -0.322
H -0.094 -0.383 -0.166

***

DFT (ωB97M-V with the def2-TZVPD basis set) results for one molecule with the formula C6H8Cl2.

For the HOMO energy, the calculation gives -9.7 eV. The value obtained for the gap between HOMO and LUMO is 0.388 hartree. Its relative energy (zero: lowest compared OMol25 entry of this formula, charge and spin) is 0.380 eV. The calculation puts the electronic energy at -31395.2498 eV.

Geometry (Å):
C  -2.17389  -1.14230  0.85926
C  -1.18057  -0.94432  -0.05421
C  -0.33014  0.23129  -0.07926
C  0.51226  0.61418  -1.36390
C  1.64606  1.03593  -0.39504
C  0.99077  0.13310  0.71541
Cl  0.88538  0.81755  2.37149
Cl  1.60740  -1.56303  0.68103
H  -2.67813  -2.05096  0.97246
H  -2.35442  -0.31975  1.58969
H  -1.00499  -1.72530  -0.79359
H  -0.94740  1.05281  0.24670
H  0.07875  1.35402  -1.97054
H  0.66965  -0.28187  -1.98554
H  1.62610  2.10987  -0.13910
H  2.65317  0.67878  -0.65487

Cartesian forces, eV/Å:
C 2.420 2.543 -0.675
C -2.523 -1.868 0.846
C 0.354 0.154 -0.841
C -0.392 -1.260 1.590
C 0.716 -1.038 0.094
C -0.243 1.049 -0.523
Cl 0.303 -0.486 -0.420
Cl 0.062 0.843 0.254
H -0.815 -1.103 -0.045
H -0.043 -0.834 -0.491
H 0.153 0.016 0.173
H 0.278 0.663 0.327
H -0.464 1.111 -0.713
H 0.412 0.331 0.391
H 0.002 -0.627 -0.033
H -0.221 0.507 0.064

***

DFT (ωB97M-V with the def2-TZVPD basis set) results for a 2-piece molecular cluster, C6H8ClF3N2OS overall.

For the HOMO energy, the calculation gives -9.2 eV. The value obtained for the gap between HOMO and LUMO is 0.266 hartree. The calculation puts the electronic energy at -42887.0523 eV.

Geometry (Å):
N  4.91927  -0.21957  1.41294
C  3.62735  0.13198  0.90917
C  3.41724  0.76724  -0.50009
N  2.37380  1.70606  -0.77613
C  3.06210  -0.63960  -0.21824
F  1.75613  -0.98504  -0.20456
F  3.80017  -1.63624  -0.75382
H  5.30912  -0.99986  0.89948
H  5.56910  0.55695  1.35329
H  2.89565  0.45297  1.65184
H  4.33987  0.89724  -1.06884
H  2.37785  2.47575  -0.11657
H  1.46376  1.25767  -0.73909
O  -2.52408  2.66344  0.67017
C  -2.82911  1.50263  0.75194
C  -2.13676  0.41256  -0.05250
S  -0.99265  0.71160  -1.13824
C  -2.61897  -0.98704  0.25084
F  -2.69316  -1.14717  1.60374
Cl  -4.24856  -1.19723  -0.44054
H  -3.63386  1.15579  1.42294
H  -1.97180  -1.75272  -0.17600

Cartesian forces, eV/Å:
N 0.094 0.096 -0.122
C -0.140 -0.025 0.120
C 0.140 -0.014 -0.158
N -0.080 -0.084 0.152
C 0.137 0.172 0.057
F 0.026 -0.102 0.002
F -0.119 0.003 -0.011
H 0.027 0.010 0.061
H -0.069 -0.096 0.048
H 0.075 -0.033 -0.129
H -0.131 -0.051 0.111
H -0.043 -0.029 -0.095
H 0.190 0.191 -0.001
O -0.105 -0.529 0.037
C 0.069 0.469 -0.007
C 0.174 0.045 -0.151
S -0.392 -0.140 0.182
C 0.105 0.024 -0.253
F 0.019 -0.080 0.128
Cl 0.050 0.046 0.028
H 0.045 0.034 -0.068
H -0.073 0.094 0.069

***

DFT (ωB97M-V with the def2-TZVPD basis set) results for one molecule with the formula C6H8ClNO.

For the HOMO energy, the calculation gives -8.6 eV. The value obtained for the gap between HOMO and LUMO is 0.349 hartree. Its relative energy (zero: lowest compared OMol25 entry of this formula, charge and spin) is 0.344 eV. The calculation puts the electronic energy at -22410.6318 eV.

Geometry (Å):
C  -1.26994  -1.28627  0.71371
C  -1.13599  -0.01818  -0.10007
N  -2.19606  0.51316  -0.83460
C  -1.70902  1.47054  -1.55623
O  -0.35605  1.60504  -1.31286
C  -0.01816  0.83900  -0.31260
C  1.20373  0.68739  0.48054
C  1.99263  -0.54860  0.08995
Cl  3.00302  -1.06537  1.38117
H  -0.28695  -1.54670  1.23919
H  -2.00960  -1.20592  1.48229
H  -1.49330  -2.08283  -0.00315
H  -2.37437  2.14414  -2.18432
H  1.79044  1.56378  0.23796
H  0.92451  0.66228  1.52431
H  1.32897  -1.40575  -0.08231
H  2.60614  -0.32572  -0.76298

Cartesian forces, eV/Å:
C 1.956 0.401 -0.162
C 0.895 1.934 -0.055
N 0.292 -0.586 -0.246
C -0.491 -0.665 0.701
O -0.236 3.707 -1.744
C -4.027 -5.269 1.365
C 0.715 1.012 -1.240
C -1.180 -0.268 -0.450
Cl 1.301 -0.399 1.322
H -1.330 0.372 -0.755
H -0.664 -0.063 0.285
H -0.143 -0.083 0.394
H 1.898 -0.788 0.642
H 0.581 0.302 0.624
H 0.095 0.096 0.239
H 0.185 0.481 -0.424
H 0.154 -0.186 -0.494